Formula: C5H10O
Source: the Open Molecules 2025 dataset
Level of theory: the ωB97M-V functional and the def2-TZVPD basis

Last column: Mulliken charge in e.
Atoms and positions in Å:
C1 -1.524 0.666 0.187  -1.535
C2 -0.485 -0.269 0.800  0.826
C3 -0.087 -1.532 -0.034  -0.752
C4 1.333 -1.020 0.074  -0.305
C5 0.993 0.075 0.762  -0.943
O1 1.261 1.746 -1.467  -0.688
H1 -1.528 1.650 0.670  0.307
H2 -1.363 0.812 -0.889  0.358
H3 -2.528 0.240 0.303  0.385
H4 -0.791 -0.532 1.819  0.390
H5 -0.273 -2.494 0.454  0.290
H6 -0.523 -1.553 -1.041  0.268
H7 2.287 -1.425 -0.258  0.415
H8 1.344 0.804 -1.264  0.364
H9 1.554 0.910 1.172  0.297
H10 0.330 1.922 -1.289  0.322

Properties
**SMILES string**: C[C@@H]1C=CC1.O
**Energy**: -271.686984 Eh
**Orbital gap**: 0.392 Ha
**Energy above the lowest of the compared OMol25 structures with the same formula, charge and spin**: 1.786 eV

---

Formula: C57H39Br4CdCl2INO5P2
Source: the Open Molecules 2025 dataset
Level of theory: the ωB97M-V functional and the def2-TZVPD basis

Last column: Mulliken charge in e.
Atoms and positions in Å:
Cd1 12.730 13.587 11.285  6.134
C1 10.159 20.036 9.434  -1.693
C2 10.487 19.680 10.887  1.982
C3 10.155 20.885 11.780  -1.871
C4 11.985 19.348 11.039  0.653
C5 12.967 20.342 11.082  -0.543
C6 14.279 19.962 11.301  -1.559
C7 14.634 18.659 11.601  -0.234
C8 13.712 17.616 11.357  0.230
P1 14.242 15.920 11.206  -0.345
C9 15.258 15.890 12.725  0.800
C10 14.860 16.591 13.873  -0.733
C11 15.732 16.616 14.949  -0.595
C12 16.979 16.030 14.887  -0.683
C13 17.352 15.276 13.779  -0.712
C14 16.470 15.174 12.715  -0.365
C15 15.372 15.861 9.783  0.878
C16 15.035 15.179 8.592  -0.280
C17 15.865 15.199 7.488  -0.553
C18 17.102 15.867 7.579  -0.514
C19 17.494 16.464 8.762  -0.860
C20 16.611 16.511 9.837  -0.089
C21 12.402 18.000 10.982  0.276
O1 11.445 17.069 10.654  -0.864
C22 10.129 17.167 11.106  -0.534
C23 9.376 16.020 11.425  0.873
C24 8.093 16.233 11.965  -0.553
C25 7.557 17.498 12.115  -1.393
C26 8.273 18.618 11.729  -0.326
C27 9.605 18.479 11.299  0.383
P2 10.009 14.362 11.091  1.249
C28 9.090 13.353 12.282  0.616
C29 9.297 13.663 13.619  -0.610
C30 8.591 13.057 14.605  -0.687
C31 7.587 12.164 14.270  -0.616
C32 7.401 11.766 12.955  -0.765
C33 8.194 12.324 11.956  -0.357
C34 9.083 13.970 9.562  0.463
C35 9.676 13.495 8.401  -0.687
C36 8.861 13.201 7.300  -0.845
C37 7.503 13.445 7.362  -0.620
C38 6.916 14.044 8.462  -1.282
C39 7.725 14.225 9.587  -0.357
H1 10.720 20.898 9.062  0.401
H2 9.087 20.286 9.356  0.390
H3 10.386 19.234 8.718  0.353
H4 10.802 21.737 11.518  0.428
H5 10.244 20.715 12.890  0.321
H6 9.099 21.241 11.567  0.482
H7 12.772 21.387 10.839  0.322
H8 15.109 20.639 11.230  0.394
H9 15.673 18.443 11.864  0.352
H10 13.891 17.044 13.989  0.435
H11 15.430 17.114 15.887  0.364
H12 17.653 16.148 15.701  0.448
H13 18.321 14.787 13.766  0.448
H14 16.786 14.600 11.814  0.286
H15 14.089 14.620 8.506  -0.185
H16 15.534 14.731 6.553  0.361
H17 17.777 15.948 6.715  0.334
H18 18.522 16.890 8.835  0.339
H19 16.862 17.039 10.759  0.177
H20 7.432 15.410 12.271  0.319
H21 6.522 17.541 12.516  0.330
H22 7.827 19.628 11.875  0.183
H23 10.016 14.416 13.907  0.371
H24 8.766 13.243 15.665  0.401
H25 6.955 11.778 15.063  0.368
H26 6.661 11.009 12.716  0.418
H27 8.136 11.933 10.931  0.482
H28 10.718 13.272 8.351  0.531
H29 9.299 12.767 6.440  0.770
H30 6.919 13.256 6.466  0.362
H31 5.872 14.290 8.442  0.453
H32 7.224 14.500 10.496  0.346
Cl1 16.872 10.746 16.457  -0.298
C40 15.540 11.340 15.620  0.302
C41 14.487 11.928 16.274  -0.553
C42 13.535 12.565 15.541  0.525
Cl2 12.214 13.288 16.346  -0.259
C43 13.574 12.598 14.060  -0.991
O2 12.598 13.229 13.442  -1.169
C44 14.644 11.910 13.423  1.050
C45 14.905 11.897 11.865  -1.439
O3 15.036 12.988 11.182  -1.055
C46 15.592 11.306 14.218  -0.944
H33 14.370 11.765 17.349  0.376
H34 15.691 11.185 11.662  0.495
H35 16.471 10.844 13.787  0.372
Br1 13.894 6.958 8.117  -0.208
C47 14.017 8.781 8.564  0.143
C48 13.990 9.710 7.504  0.659
Br2 14.367 9.068 5.770  -0.227
C49 13.688 11.040 7.647  -0.406
Br3 13.535 12.191 6.107  -0.200
C50 13.378 11.511 8.944  0.425
O4 12.786 12.627 9.225  -0.006
C51 13.699 10.616 10.070  -1.635
O5 13.586 11.161 11.278  -0.335
C52 13.951 9.256 9.876  0.288
Br4 14.288 8.113 11.348  -0.162
I1 10.086 9.735 7.336  0.010
C53 9.933 9.020 9.375  -0.093
C54 9.227 7.851 9.707  -0.541
C55 9.308 7.408 11.025  -0.318
C56 9.920 8.192 11.986  -0.894
C57 10.574 9.327 11.545  -0.098
N1 10.561 9.732 10.267  0.310
H36 8.744 7.306 8.935  0.475
H37 8.899 6.441 11.302  0.382
H38 9.917 7.946 13.063  0.431
H39 11.106 9.972 12.251  0.394

Properties
**Energy**: -14991.125189 Eh
**Total charge**: -1
**Orbital gap**: 0.232 Ha
**Energy above the lowest of the compared OMol25 structures with the same formula, charge and spin**: 1.973 eV

---

Formula: C35H31Br3N6O8
Source: the Open Molecules 2025 dataset
Level of theory: the ωB97M-V functional and the def2-TZVPD basis

Last column: Mulliken charge in e.
Atoms and positions in Å:
C1 -0.621 0.590 0.016  -0.367
Br1 -0.368 2.601 0.191  -0.041
Br2 0.969 -0.368 -0.597  0.038
Br3 -2.127 0.164 -1.241  0.035
H1 -0.971 0.266 0.996  0.483
C2 -4.982 -3.109 -3.232  -0.716
C3 -4.874 -4.309 -3.940  -0.444
C4 -3.762 -4.556 -4.768  -0.405
C5 -2.763 -3.611 -4.822  0.120
C6 -2.831 -2.421 -4.037  -0.302
C7 -3.977 -2.210 -3.241  -0.357
N1 -1.612 -3.874 -5.735  1.078
O1 -0.647 -3.170 -5.626  -0.594
O2 -1.633 -4.810 -6.518  -0.606
H2 -5.857 -2.810 -2.672  0.401
H3 -5.711 -4.989 -3.993  0.443
H4 -3.943 -5.380 -5.443  0.445
H5 -2.076 -1.659 -4.160  0.586
H6 -4.054 -1.327 -2.624  0.278
C8 3.721 -0.800 6.804  -0.353
C9 2.760 0.105 7.108  -0.611
C10 1.620 0.283 6.290  -0.271
C11 1.652 -0.394 5.060  -0.238
C12 2.667 -1.270 4.808  0.151
C13 3.711 -1.497 5.640  -0.769
N2 0.626 -0.144 4.067  1.144
O3 0.349 -0.987 3.271  -0.622
O4 0.058 0.896 4.185  -0.513
H7 4.552 -0.834 7.493  0.377
H8 2.792 0.647 8.042  0.402
H9 0.858 0.963 6.641  0.359
H10 2.580 -1.915 3.946  0.503
H11 4.523 -2.173 5.413  0.429
C14 -1.634 -5.282 -2.060  -0.454
C15 -1.301 -4.209 -1.230  -0.493
C16 0.097 -3.983 -0.982  -0.209
C17 1.116 -4.770 -1.594  -0.305
C18 0.690 -5.752 -2.494  -0.314
C19 -0.656 -5.998 -2.755  -0.497
N3 2.557 -4.454 -1.332  0.958
O5 2.820 -3.524 -0.542  -0.569
O6 3.376 -5.065 -2.038  -0.546
H12 -2.656 -5.621 -2.142  0.432
H13 -2.091 -3.733 -0.669  0.462
H14 0.418 -3.213 -0.296  0.626
H15 1.469 -6.292 -3.012  0.442
H16 -1.003 -6.673 -3.524  0.450
C20 3.634 1.928 3.252  0.250
C21 4.102 3.177 3.370  -0.835
C22 3.960 4.055 2.262  -0.371
C23 3.502 3.574 1.031  -0.332
C24 3.155 2.182 0.896  -0.129
C25 3.299 1.371 1.994  -0.603
N4 3.304 4.472 -0.138  0.944
O7 3.942 5.491 -0.228  -0.577
O8 2.534 4.166 -1.045  -0.540
H17 3.439 1.386 4.166  0.141
H18 4.559 3.601 4.252  0.432
H19 4.245 5.091 2.379  0.452
H20 2.794 1.752 -0.026  0.746
H21 2.892 0.371 1.981  0.409
N5 0.809 3.075 -3.731  -0.229
C26 1.316 3.473 -4.903  -0.252
C27 0.492 3.788 -6.033  -0.401
C28 -0.911 3.711 -5.903  -0.325
C29 -1.407 3.180 -4.692  -0.624
C30 -0.512 2.979 -3.616  0.197
H22 2.391 3.442 -4.999  0.381
H23 0.991 4.049 -6.955  0.365
H24 -1.579 4.009 -6.698  0.399
H25 -2.473 3.078 -4.546  0.387
H26 -0.942 2.712 -2.662  0.125
N6 -3.553 5.009 3.899  -0.133
C31 -3.602 4.592 2.638  -0.239
C32 -3.140 3.388 2.226  -0.311
C33 -2.319 2.649 3.089  0.053
C34 -2.168 3.107 4.436  -0.345
C35 -2.867 4.302 4.791  -0.321
H27 -4.356 5.142 2.094  0.429
H28 -3.214 3.167 1.172  0.463
H29 -1.893 1.707 2.776  0.436
H30 -1.506 2.606 5.127  0.478
H31 -2.752 4.891 5.690  0.434

Properties
**Expectation value of S²**: 0.763
**Energy**: -10004.001941 Eh
**Spin multiplicity**: 2
**Total charge**: +1
**Orbital gap (spin up / spin down)**: 0.231 / 0.076 Ha

---

Formula: C5H6N2
Source: the Open Molecules 2025 dataset
Level of theory: the ωB97M-V functional and the def2-TZVPD basis

Last column: Mulliken charge in e.
Atoms and positions in Å:
C1 0.326 -1.145 -1.345  -1.282
C2 0.126 -0.059 -0.202  1.158
C3 1.368 -0.185 0.880  -1.310
C4 -0.986 -0.490 0.826  0.014
C5 0.138 1.354 -0.674  -0.024
H1 -0.485 -1.084 -1.894  0.486
H2 1.296 -0.912 -1.846  0.341
H3 0.140 -2.282 -0.819  0.310
H4 2.234 -0.075 0.317  0.467
H5 1.531 -1.294 0.996  0.358
H6 1.408 0.361 1.808  0.363
N1 -1.397 -1.107 1.944  -0.433
N2 -0.312 2.312 -1.297  -0.448

Properties
**SMILES string**: CC(C)(C#N)C#N
**Energy**: -303.462682 Eh
**Orbital gap**: 0.406 Ha
**Energy above the lowest of the compared OMol25 structures with the same formula, charge and spin**: 4.718 eV

---

Formula: C27H34AuN4O5S
Source: the Open Molecules 2025 dataset
Level of theory: the ωB97M-V functional and the def2-TZVPD basis

Last column: Mulliken charge in e.
Atoms and positions in Å:
Au1 -0.062 0.160 0.662  1.158
C1 3.864 -2.757 3.405  -0.987
C2 3.971 -1.441 2.696  0.844
C3 4.867 -0.451 3.082  -0.806
C4 4.872 0.708 2.328  -0.256
N1 4.033 0.919 1.321  -0.493
C5 3.178 -0.076 1.047  0.083
S1 2.068 0.222 -0.296  -0.397
N2 3.155 -1.257 1.663  -0.029
H1 4.674 -2.894 4.121  0.408
H2 3.877 -3.568 2.677  0.128
H3 2.904 -2.818 3.919  0.216
H4 5.541 -0.589 3.917  0.380
H5 5.571 1.511 2.544  0.397
O1 0.722 -3.443 2.683  -0.724
C6 0.632 -2.687 1.726  -0.022
O2 0.294 -1.452 1.846  -0.627
C7 1.001 -3.233 0.362  0.400
C8 1.986 -4.216 0.323  -0.998
C9 2.419 -4.753 -0.878  -0.643
C10 1.844 -4.339 -2.069  -0.681
C11 0.833 -3.399 -2.008  -0.112
C12 0.403 -2.829 -0.822  0.215
N3 0.183 -2.994 -3.265  0.988
O3 0.729 -3.296 -4.311  -0.646
O4 -0.861 -2.380 -3.190  -0.556
H6 2.403 -4.545 1.265  0.544
H7 3.202 -5.500 -0.890  0.386
H8 2.152 -4.731 -3.027  0.481
H9 -0.386 -2.091 -0.845  0.951
C13 -1.027 3.500 -4.963  -1.582
C14 -1.382 2.549 -3.848  0.843
C15 -2.332 1.555 -4.040  -0.801
C16 -2.613 0.663 -3.010  0.231
C17 -3.665 -0.402 -3.182  -1.634
C18 -1.952 0.783 -1.798  0.102
C19 -1.010 1.799 -1.551  -0.015
C20 -0.730 2.661 -2.628  -0.702
N4 -0.368 1.879 -0.322  0.420
C21 -0.270 3.085 0.531  1.797
C22 -1.527 3.206 1.410  -1.478
C23 -0.144 4.394 -0.258  -2.320
C24 0.964 3.001 1.435  -1.856
H10 -1.561 3.248 -5.879  0.358
H11 0.043 3.471 -5.179  0.341
H12 -1.278 4.530 -4.699  0.307
H13 -2.846 1.467 -4.991  0.211
H14 -4.112 -0.352 -4.176  0.371
H15 -4.462 -0.279 -2.446  0.326
H16 -3.240 -1.398 -3.049  0.289
H17 -2.230 0.127 -0.983  0.728
H18 0.052 3.398 -2.547  0.561
H19 -2.422 3.199 0.784  0.329
H20 -1.502 4.137 1.985  0.520
H21 -1.606 2.364 2.095  0.117
H22 -1.012 4.579 -0.889  0.504
H23 0.759 4.414 -0.868  0.351
H24 -0.074 5.207 0.467  0.527
H25 0.892 2.176 2.149  0.289
H26 1.041 3.923 2.016  0.490
H27 1.875 2.863 0.853  0.408
C25 -2.208 -0.472 3.549  -1.438
C26 -2.505 -0.803 2.092  0.842
C27 -4.006 -0.866 1.832  -1.653
O5 -1.993 0.185 1.230  -0.418
H28 -2.666 -1.201 4.223  0.433
H29 -2.606 0.520 3.783  0.308
H30 -1.132 -0.477 3.721  0.264
H31 -2.079 -1.790 1.872  -0.043
H32 -4.458 0.107 2.039  0.317
H33 -4.482 -1.618 2.466  0.414
H34 -4.197 -1.114 0.786  0.339

Properties
**Energy**: -2178.346599 Eh
**Total charge**: -1
**Orbital gap**: 0.242 Ha
**Energy above the lowest of the compared OMol25 structures with the same formula, charge and spin**: 0.589 eV

---

Formula: CBrN3O2
Source: the Open Molecules 2025 dataset
Level of theory: the ωB97M-V functional and the def2-TZVPD basis

Last column: Mulliken charge in e.
Atoms and positions in Å:
C1 1.191 -0.912 0.072  0.455
N1 1.701 -1.935 -0.034  -0.406
N2 -0.747 -0.302 0.022  -0.172
N3 -0.313 0.913 -0.003  0.737
O1 1.333 0.541 0.011  -0.350
O2 -0.600 2.106 -0.052  -0.398
Br1 -2.564 -0.412 -0.014  0.133

Properties
**Expectation value of S²**: 2.030
**Energy**: -2926.473151 Eh
**Spin multiplicity**: 3
**Orbital gap (spin up / spin down)**: 0.238 / 0.212 Ha
**Energy above the lowest of the compared OMol25 structures with the same formula, charge and spin**: 2.869 eV